{"formula": "C34H33N13O2SV", "method": "ωB97M-V/def2-TZVPD", "species": ["V", "S", "O", "O", "N", "N", "N", "N", "N", "N", "N", "N", "N", "N", "N", "N", "N", "C", "C", "C", "C", "C", "C", "C", "C", "C", "C", "C", "C", "C", "C", "C", "C", "C", "C", "C", "C", "C", "C", "C", "C", "C", "C", "C", "C", "C", "C", "C", "C", "C", "C", "H", "H", "H", "H", "H", "H", "H", "H", "H", "H", "H", "H", "H", "H", "H", "H", "H", "H", "H", "H", "H", "H", "H", "H", "H", "H", "H", "H", "H", "H", "H", "H", "H"], "coordinates": [[0.453689, 0.326643, 1.515616], [2.938550, 0.066160, 0.650781], [0.960314, 1.898073, -1.281485], [-0.931420, -2.203769, -0.550827], [-5.134626, 0.272499, 0.644474], [-0.615677, -0.951219, -2.439413], [-0.001878, -0.056258, -0.458944], [-0.958318, -0.080723, 2.909225], [3.103243, 2.475292, 4.882643], [0.816072, 4.415217, 1.662517], [3.291813, -2.295452, -0.501260], [-0.076599, 2.389805, 1.292263], [-2.925451, 0.276396, 0.612736], [1.668572, -2.346314, 1.064655], [1.464493, 1.142755, 3.056387], [0.794139, -1.582250, 1.788195], [-0.131182, 4.449138, 0.695982], [1.973805, 0.144610, -6.032651], [2.573890, -1.617414, 0.422109], [2.343282, -0.163202, -3.298873], [-1.792752, -1.817600, 4.326857], [-3.103747, 3.166807, -4.066524], [1.627005, 2.474718, 3.022404], [-3.381063, -0.996256, 0.905252], [-1.153821, 1.311771, -3.297243], [-0.077864, 0.327805, -2.820044], [-2.631128, 0.408889, 4.549263], [3.050454, -3.689777, -0.849513], [1.088173, 0.186751, -3.787016], [2.926202, 1.157911, 4.919583], [-4.003798, 1.002676, 0.458973], [0.006087, -2.231129, 2.603120], [-2.484108, 0.934043, -3.403059], [-1.770401, 3.555071, -3.952683], [0.030311, -3.718222, 2.682149], [-0.950396, -1.380661, 3.307985], [2.446768, 3.124836, 3.925632], [0.822022, 3.150654, 1.987786], [2.120719, 0.489195, 4.018585], [-4.741847, -1.017574, 0.931105], [0.911748, 0.344517, -5.156685], [-0.802918, 2.635850, -3.573959], [-0.552869, -1.179793, -1.087424], [0.379612, 0.836302, -1.420030], [3.403257, -0.360208, -4.171196], [-1.794539, 0.778629, 3.526957], [3.221914, -0.209657, -5.541965], [-3.455659, 1.855691, -3.790782], [-2.629829, -0.923276, 4.956864], [3.702940, -4.677955, 0.114757], [-0.644378, 3.241295, 0.472343], [1.972517, -3.835424, -0.853710], [-1.391172, 3.016776, -0.274274], [-4.489527, 1.541903, -3.873269], [-0.311810, 5.307122, 0.203615], [-3.275007, -1.252169, 5.762103], [-1.780799, 1.794539, 3.158000], [-2.769104, -0.083229, -3.168074], [1.057206, -4.078389, 2.687339], [4.118391, -1.834184, -0.839875], [-0.863442, -1.681465, -3.082672], [-3.857731, 3.882992, -4.370742], [-0.442749, -4.121998, 1.780150], [-0.496164, -4.093483, 3.559474], [-1.484461, 4.578576, -4.164325], [-1.773520, -2.856132, 4.625907], [3.320931, -5.687630, -0.056161], [-0.059000, 0.626380, -5.547798], [2.497244, -0.263883, -2.227371], [4.050715, -0.364073, -6.222371], [-4.033496, 2.054050, 0.210879], [0.232937, 2.936161, -3.475037], [4.788394, -4.695481, -0.006738], [-5.448993, -1.808233, 1.118241], [-2.690273, -1.816004, 1.034925], [1.823734, 0.270212, -7.098039], [3.469241, -4.392997, 1.141001], [4.378826, -0.621888, -3.778720], [3.447686, 0.612114, 5.696887], [3.426285, -3.836618, -1.862449], [-6.079521, 0.602889, 0.567160], [-3.274263, 1.141712, 5.016282], [2.000024, -0.583915, 4.046565], [2.564069, 4.200457, 3.867464]], "atomic_forces_ev_per_a": [[0.541, 0.584, -1.303], [-0.178, -0.274, -0.067], [-0.007, 0.137, 0.083], [-0.033, -0.008, 0.066], [-0.016, -0.075, 0.011], [-0.062, 0.000, -0.173], [-0.108, 0.133, -1.263], [-1.078, -0.300, 0.613], [-0.077, 0.095, -0.145], [0.022, 0.149, -0.121], [0.141, -0.089, -0.012], [0.261, 0.240, 0.220], [-0.381, 0.031, -0.056], [-0.221, 0.512, 0.083], [0.746, 0.785, 1.095], [0.495, -1.714, 0.412], [0.114, 0.289, 0.010], [-0.012, -0.011, 0.057], [-0.024, -0.103, 0.190], [0.090, -0.015, 0.060], [-0.042, -0.180, 0.148], [0.068, 0.005, 0.028], [-0.281, 0.246, -0.146], [0.166, 0.118, -0.036], [0.127, -0.045, 0.034], [-0.194, 0.131, 0.088], [-0.087, -0.073, 0.124], [0.102, 0.111, 0.199], [-0.059, 0.101, -0.004], [0.062, 0.020, 0.108], [0.047, -0.116, 0.044], [-0.021, 0.071, -0.232], [-0.109, 0.057, -0.013], [-0.011, -0.074, 0.025], [-0.151, -0.056, 0.121], [0.201, 0.180, -0.176], [0.155, 0.153, 0.133], [-0.119, -0.380, 0.274], [-0.083, -0.060, -0.111], [-0.021, 0.105, 0.000], [0.049, -0.056, -0.058], [-0.030, -0.001, -0.033], [0.026, 0.361, 0.213], [-0.283, -0.623, 0.094], [-0.043, -0.004, -0.026], [0.316, -0.233, -0.283], [-0.030, 0.001, 0.051], [0.070, -0.047, 0.029], [-0.048, -0.007, 0.038], [-0.021, 0.028, -0.013], [-0.088, -0.148, -0.038], [-0.053, 0.005, -0.041], [0.090, -0.012, 0.014], [0.023, -0.006, -0.003], [-0.016, -0.012, 0.014], [0.010, -0.006, -0.038], [0.046, 0.021, -0.046], [-0.002, 0.021, 0.017], [-0.001, 0.001, 0.026], [-0.049, 0.032, -0.071], [0.061, -0.046, 0.036], [0.023, -0.013, 0.007], [0.045, 0.008, 0.040], [0.030, -0.010, -0.063], [0.001, -0.017, -0.013], [-0.020, 0.034, 0.003], [0.054, 0.040, -0.020], [0.018, 0.010, 0.018], [0.005, 0.019, -0.083], [-0.017, 0.016, 0.022], [-0.007, -0.059, 0.010], [-0.032, -0.008, -0.021], [-0.034, 0.017, 0.030], [0.032, 0.055, -0.032], [-0.048, 0.087, -0.026], [-0.003, -0.007, 0.019], [-0.011, -0.033, -0.030], [-0.015, 0.005, -0.009], [-0.016, -0.006, -0.031], [-0.040, -0.021, -0.046], [0.015, 0.015, 0.000], [0.000, -0.005, -0.021], [0.014, -0.058, -0.022], [0.013, -0.019, 0.017]], "spin_multiplicity": 4, "homo_ev": [-6.210, -7.148]}



{"formula": "C3H11N3O", "method": "ωB97M-V/def2-TZVPD", "species": ["O", "N", "N", "N", "C", "C", "C", "H", "H", "H", "H", "H", "H", "H", "H", "H", "H", "H"], "coordinates": [[1.481431, -0.243510, -0.626265], [-1.931857, -0.652453, 0.559246], [-0.410247, -2.151319, -0.517202], [1.695791, 1.824483, 0.627793], [-0.772167, -0.976485, -0.049221], [1.944585, 1.041965, -0.613180], [-2.233429, 0.821001, 0.538073], [-0.689538, -3.038174, -0.108691], [1.756261, 1.200144, 1.458194], [-1.794188, 1.340890, -0.301859], [0.601940, -2.083968, -0.783378], [-3.300573, 0.990941, 0.551849], [0.075671, -0.201781, 0.035082], [2.992598, 1.085851, -0.778660], [-1.895397, 1.297732, 1.473809], [-2.687061, -1.267914, 0.232322], [2.449769, 2.553031, 0.746569], [1.529326, 1.607468, -1.458005]], "atomic_forces_ev_per_a": [[0.387, 0.668, 0.781], [-0.099, -0.467, -2.201], [1.419, 0.133, 0.192], [0.214, 0.377, 1.162], [-0.757, 1.057, 2.355], [-0.154, -0.372, -0.533], [-0.051, -0.189, 1.368], [-0.486, 0.296, -0.358], [0.191, 0.466, -0.946], [0.179, -0.156, -0.179], [-0.891, 0.084, 0.183], [-0.330, -0.313, -0.278], [0.113, -0.754, -1.360], [1.591, -0.206, -0.297], [0.247, -0.375, -0.449], [-0.057, 0.485, 0.723], [-1.130, -1.123, -0.166], [-0.386, 0.388, 0.003]], "homo_ev": -6.837}



{"formula": "C6H14N4", "method": "ωB97M-V/def2-TZVPD", "species": ["N", "N", "N", "N", "C", "C", "C", "C", "C", "C", "H", "H", "H", "H", "H", "H", "H", "H", "H", "H", "H", "H", "H", "H"], "coordinates": [[-1.651225, 0.533068, -1.722531], [-0.015019, 1.878387, -0.752630], [-0.151912, 1.041588, 1.770027], [-1.289154, 1.388946, 1.096353], [-0.660491, 0.668146, -0.913450], [0.048389, -0.461645, -0.228695], [0.908813, 0.406759, 0.781686], [1.213521, 1.636058, -0.159838], [-0.927650, -1.547953, 0.272733], [1.093967, -1.122742, -1.120796], [1.713995, -0.020524, 1.281714], [-1.437983, -1.975643, -0.649067], [-1.780999, 1.388661, -2.312637], [-1.954008, -0.297421, -2.187298], [1.891382, 0.979634, -0.742761], [-1.599524, -1.131661, 0.973387], [2.148172, -0.580221, -1.066151], [-0.403516, -2.384062, 0.650469], [0.343925, 1.706585, 2.239422], [1.865831, 2.511309, 0.134992], [1.214491, -2.190735, -0.829272], [-1.626934, 2.395944, 1.289860], [0.732452, -1.132634, -2.075687], [-0.271835, 0.242553, 2.568990]], "atomic_forces_ev_per_a": [[0.334, 2.884, -1.831], [-0.616, 0.282, -1.754], [0.802, -5.424, 1.984], [-2.506, 1.476, 1.244], [1.556, -0.855, -0.305], [0.670, -0.259, 1.477], [-4.044, 2.043, -1.682], [2.613, -1.029, 0.622], [0.307, 0.513, -2.246], [2.750, -0.119, 1.941], [1.266, -0.727, 1.129], [0.207, 0.645, 1.216], [-0.478, -0.794, 0.642], [-0.288, -0.983, 0.344], [0.057, 1.067, -0.886], [-1.142, 0.063, 0.641], [-2.126, -1.578, -0.450], [0.634, -0.748, 0.774], [1.344, 3.187, 1.837], [-1.259, -0.824, 0.128], [0.143, 0.868, -0.037], [0.840, -1.629, 0.105], [-0.459, 0.002, -2.861], [-0.609, 1.939, -2.028]], "charge": 2, "spin_multiplicity": 3, "homo_ev": [-18.300, -19.443]}



ΔE to the lowest compared entry with this formula, charge and spin, respectively: 47.8, 351.2, 347.7 kJ/mol.